Entry 1:
2 unconnected molecules or ions with the total composition C2H7N at a distorted geometry, computed with ωB97M-V/def2-TZVPD.

* energy above the lowest of the compared OMol25 structures with the same formula, charge and spin: 147.1 kJ/mol
* HOMO: -10.1 eV
* gap between HOMO and LUMO: 0.414 Ha
* structure (SMILES): C=N.C

Geometry as XYZ:
```
10
Properties=species:S:1:pos:R:3:forces:R:3
C 1.30615 0.23640 2.69077 1.862 -1.809 2.472
H 0.46012 -0.36670 2.86745 -1.611 -0.247 0.210
H 1.53769 0.77706 3.67134 -0.136 -0.461 -1.750
H 1.19236 0.78257 1.81036 -0.081 1.241 -1.095
H 2.03069 -0.61174 2.52124 -0.036 1.275 0.158
C -1.04336 -0.06165 -2.95945 2.799 -0.480 0.690
N -1.56609 -0.56133 -1.92076 3.556 0.706 -0.093
H 0.14791 0.02677 -2.88239 -2.573 -0.249 -0.823
H -1.55889 0.22330 -3.89293 0.154 0.261 0.495
H -2.50657 -0.44468 -1.90562 -3.932 -0.237 -0.265
```
Positions in Å, forces in eV/Å.

These are the natural (NBO) partial charges, in e, on atoms 1 to 5: number 1, C, carries -0.852; number 2, H, carries 0.212; number 3, H, carries 0.214; number 4, H, carries 0.214; number 5, H, carries 0.211

---

Entry 2:
2 unconnected molecules or ions with the total composition C2H7N at a distorted geometry, computed with ωB97M-V/def2-TZVPD.

* energy above the lowest of the compared OMol25 structures with the same formula, charge and spin: 424.5 kJ/mol
* HOMO: -9.1 eV
* gap between HOMO and LUMO: 0.328 Ha
* structure (SMILES): C=N.C

Geometry as XYZ:
```
10
Properties=species:S:1:pos:R:3:forces:R:3
C -2.34240 -0.19599 0.05563 4.811 -0.250 -0.267
N -0.94381 0.11839 0.00937 -7.504 0.473 -1.377
C 2.22415 -0.04185 -0.00910 -1.644 1.339 -1.019
H -2.96807 0.23208 0.83661 -0.278 0.740 -0.347
H -2.84582 -0.92146 -0.60543 0.496 -0.396 0.495
H -1.58474 1.08067 -0.23108 2.127 -0.591 1.513
H 2.72155 0.44120 0.81410 0.328 0.092 0.027
H 1.81228 -0.95859 0.24542 0.366 -2.541 0.811
H 2.74201 -0.09546 -0.97046 0.095 0.150 0.423
H 1.18486 0.34103 -0.14505 1.202 0.985 -0.259
```
Positions in Å, forces in eV/Å.

These are the natural (NBO) partial charges, in e, on atoms 1 to 5: number 1, C, carries -0.041; number 2, N, carries -0.650; number 3, C, carries -0.885; number 4, H, carries 0.159; number 5, H, carries 0.164

---

Entry 3:
2 unconnected molecules or ions with the total composition C2H7N at a distorted geometry, computed with ωB97M-V/def2-TZVPD.

* energy above the lowest of the compared OMol25 structures with the same formula, charge and spin: 227.6 kJ/mol
* HOMO (spin up / spin down): -14.9 / -14.0 eV
* net charge: +1
* gap between HOMO and LUMO (spin up / spin down): 0.326 / 0.130 Ha
* <S²>: 0.754
* spin multiplicity: 2

Geometry as XYZ:
```
10
Properties=species:S:1:pos:R:3:forces:R:3
N -0.43128 1.95050 -1.89175 1.584 0.087 1.177
H -0.01598 2.63400 -1.24777 -0.830 0.486 -0.075
H -0.72910 1.20914 -1.25471 -0.284 -0.092 -0.383
H 0.46156 1.65547 -2.29556 -0.479 -0.505 -0.662
C 0.87479 -1.07095 1.29665 -0.008 -0.115 2.643
C -0.43726 -1.28514 0.98324 -1.098 -0.392 -3.360
H 1.63985 -0.66549 0.65367 -0.041 0.052 -0.151
H 1.05454 -1.35638 2.34040 0.970 0.096 -0.360
H -0.61089 -1.31943 -0.10549 -0.218 0.001 0.302
H -1.32074 -1.60732 1.52256 0.404 0.384 0.871
```
Positions in Å, forces in eV/Å.

These are the natural (NBO) partial charges, in e, on atoms 1 to 5: number 1, N, carries -0.931; number 2, H, carries 0.360; number 3, H, carries 0.330; number 4, H, carries 0.360; number 5, C, carries -0.039

---

Entry 4:
2 unconnected molecules or ions with the total composition C2H7N2, computed with ωB97M-V/def2-TZVPD.

* energy above the lowest of the compared OMol25 structures with the same formula, charge and spin: 255.7 kJ/mol
* HOMO: -13.7 eV
* net charge: +1
* gap between HOMO and LUMO: 0.278 Ha

Geometry as XYZ:
```
11
Properties=species:S:1:pos:R:3:forces:R:3
C -1.59982 -1.04729 0.05047 -0.207 -0.159 -0.095
N -2.09819 -1.77620 0.94587 0.082 0.024 -0.148
H -0.59952 -0.64021 0.22361 -0.070 -0.011 0.110
H -2.07767 -0.80454 -0.90205 0.043 0.007 0.001
H -3.01275 -2.12705 0.65457 0.009 0.041 0.139
C 2.25739 1.74735 -0.48282 -0.055 -0.129 0.018
N 1.31656 0.90152 -0.36512 0.155 0.073 -0.022
H 3.28221 1.39995 -0.42288 0.024 0.087 0.030
H 2.02016 2.79253 -0.64033 0.033 0.010 -0.037
H 0.33829 1.16952 -0.42799 -0.010 0.041 0.048
H 1.50523 -0.08413 -0.19548 -0.005 0.015 -0.044
```
Positions in Å, forces in eV/Å.

These are the natural (NBO) partial charges, in e, on atoms 1 to 5: number 1, C, carries -0.064; number 2, N, carries -0.531; number 3, H, carries 0.084; number 4, H, carries 0.162; number 5, H, carries 0.352

---

Entry 5:
A molecular structure, C2H7N2 at a distorted geometry, computed with ωB97M-V/def2-TZVPD.

* energy above the lowest of the compared OMol25 structures with the same formula, charge and spin: 311.9 kJ/mol
* HOMO: -15.0 eV
* net charge: +1
* gap between HOMO and LUMO: 0.422 Ha

Geometry as XYZ:
```
11
Properties=species:S:1:pos:R:3:forces:R:3
C -0.80102 0.82882 -0.14033 -1.250 -0.527 1.633
C 0.43986 0.21888 0.45535 1.150 -1.894 2.575
N 1.64715 -0.00201 -0.10144 0.651 -1.318 0.710
N -0.97245 -0.66649 -0.14540 -0.984 -1.458 -0.206
H -1.43288 1.42009 0.57912 0.642 -0.853 -0.704
H -1.01543 1.18217 -1.17052 1.238 -0.029 0.669
H 0.46691 -0.15706 1.83375 -0.622 1.446 -4.714
H 2.25177 -0.83690 0.16389 -1.394 1.756 0.014
H 2.01971 0.45797 -0.90991 -0.491 0.373 -0.420
H -1.41970 -1.35283 0.49313 0.147 1.769 0.400
H -1.18392 -1.09263 -1.05762 0.913 0.736 0.043
```
Positions in Å, forces in eV/Å.

These are the natural (NBO) partial charges, in e, on atoms 1 to 5: number 1, C, carries -0.265; number 2, C, carries 0.214; number 3, N, carries -0.784; number 4, N, carries -0.702; number 5, H, carries 0.261

---

Entry 6:
A molecular structure, C2H7N2 at a distorted geometry, computed with ωB97M-V/def2-TZVPD.

* energy above the lowest of the compared OMol25 structures with the same formula, charge and spin: 101.0 kJ/mol
* HOMO: -15.1 eV
* net charge: +1
* gap between HOMO and LUMO: 0.411 Ha

Geometry as XYZ:
```
11
Properties=species:S:1:pos:R:3:forces:R:3
C 0.63288 0.14095 -0.49120 0.219 -0.070 0.020
C -0.70411 -0.38784 1.44861 0.527 4.383 3.012
N 0.83124 0.36243 -1.76861 -0.013 0.094 -0.116
N -0.50833 -0.17268 0.04790 -0.382 -0.104 -0.719
H 1.49320 0.21422 0.16855 -0.076 0.005 -0.035
H 0.09795 -0.95707 1.90293 -0.041 -0.170 -0.086
H -1.67808 -0.79597 1.66604 -0.080 -0.115 -0.092
H -0.65122 0.86495 2.10150 -0.311 -4.001 -1.993
H 1.74682 0.63072 -2.10160 -0.113 -0.071 0.050
H 0.08429 0.31510 -2.44871 0.080 0.012 0.022
H -1.34464 -0.21481 -0.52541 0.188 0.036 -0.064
```
Positions in Å, forces in eV/Å.

These are the natural (NBO) partial charges, in e, on atoms 1 to 5: number 1, C, carries 0.403; number 2, C, carries -0.410; number 3, N, carries -0.704; number 4, N, carries -0.512; number 5, H, carries 0.232

---

Entry 7:
2 unconnected molecules or ions with the total composition C2H7N2O at a distorted geometry, computed with ωB97M-V/def2-TZVPD.

* energy above the lowest of the compared OMol25 structures with the same formula, charge and spin: 264.9 kJ/mol
* HOMO: -1.9 eV
* net charge: -1
* gap between HOMO and LUMO: 0.230 Ha

Geometry as XYZ:
```
12
Properties=species:S:1:pos:R:3:forces:R:3
C -1.87925 -0.97367 0.69238 1.503 -1.217 2.152
O -0.90209 -0.22462 1.31489 -1.704 -0.204 3.820
H -2.41260 -1.66817 1.45475 0.754 1.213 -1.201
H -1.34221 -1.53926 -0.00581 0.212 -1.691 -1.464
H -2.51597 -0.35654 0.18039 -2.331 1.381 -1.244
N 2.04691 -0.13692 -1.10551 0.027 0.096 0.806
C 1.18901 0.60452 -0.13972 1.418 2.214 -0.370
N 0.53673 1.69289 -0.57649 2.265 -1.611 -0.554
H 3.07380 -0.10118 -0.82141 -2.300 -0.047 -0.286
H 1.93670 0.16488 -2.06754 0.149 0.539 -0.341
H -0.21339 0.22794 0.83570 1.085 0.017 -1.344
H 0.48236 2.31012 0.23837 -1.079 -0.689 0.026
```
Positions in Å, forces in eV/Å.

These are the natural (NBO) partial charges, in e, on atoms 1 to 5: number 1, C, carries -0.222; number 2, O, carries -0.810; number 3, H, carries 0.137; number 4, H, carries 0.159; number 5, H, carries 0.145

---

Entry 8:
2 unconnected molecules or ions with the total composition C2H7N2O at a distorted geometry, computed with ωB97M-V/def2-TZVPD.

* energy above the lowest of the compared OMol25 structures with the same formula, charge and spin: 124.2 kJ/mol
* HOMO: -2.7 eV
* net charge: -1
* gap between HOMO and LUMO: 0.269 Ha

Geometry as XYZ:
```
12
Properties=species:S:1:pos:R:3:forces:R:3
N 0.65732 -2.17334 -1.55129 0.423 -0.250 -0.277
C 0.85093 -1.01271 -0.61348 -1.041 -0.338 0.513
O -0.21389 -0.78151 0.17995 0.288 0.013 -0.100
H 0.14163 -1.90803 -2.38325 -0.144 0.285 0.151
H 0.03580 -2.79417 -1.04236 -0.030 0.007 0.061
H 1.74940 -1.31013 -0.02903 0.195 0.224 -0.125
H 1.09252 -0.13859 -1.25384 0.395 0.006 -0.203
C -0.77984 1.98963 0.97741 0.125 -0.095 0.024
N -1.16587 2.72205 1.95003 -0.862 -0.610 -0.541
H -0.24011 1.03960 1.04843 -0.392 -0.326 0.061
H -1.01702 2.23916 -0.06211 0.300 0.638 0.115
H -1.11087 2.12806 2.77953 0.743 0.446 0.321
```
Positions in Å, forces in eV/Å.

These are the natural (NBO) partial charges, in e, on atoms 1 to 5: number 1, N, carries -0.919; number 2, C, carries 0.122; number 3, O, carries -0.971; number 4, H, carries 0.323; number 5, H, carries 0.342